Record 1
DFT (ωB97M-V/def2-TZVPD) results for C20H21B3F24I2O7 as an isolated structure at a distorted geometry.

Each line ends with the Löwdin charge.
Geometry (Å):
C (1.05, 3.47, -5.29)  -0.0898
C (1.37, 2.19, -4.49)  -0.3065
C (2.13, 2.50, -3.21)  -0.5706
I (4.25, 2.64, -3.59)  0.9388
B (1.95, 1.46, -2.05)  -0.6904
O (1.03, 0.44, -2.07)  0.2710
B (0.34, 0.31, -0.87)  -0.3329
O (0.91, 0.69, 0.33)  0.2899
B (1.76, 1.75, 0.14)  -0.6557
C (1.65, 3.11, 0.91)  -0.0414
C (2.96, 3.82, 1.09)  -0.7860
O (3.12, 5.00, 0.88)  0.0204
I (4.65, 2.66, 1.79)  0.8853
O (2.69, 1.61, -0.87)  0.2226
H (0.02, 3.75, -5.22)  0.0683
H (1.66, 4.27, -4.89)  0.0565
H (1.35, 3.34, -6.32)  0.0675
H (2.02, 1.60, -5.11)  0.0770
H (0.47, 1.64, -4.27)  0.1051
H (1.87, 3.47, -2.82)  0.0858
H (-0.76, -0.08, -0.91)  0.1114
H (1.11, 3.03, 1.84)  0.1297
H (1.07, 3.78, 0.27)  0.1342
C (-5.21, 1.27, 0.02)  -0.0330
C (-6.28, 1.20, -1.09)  -0.4422
C (-5.96, 0.38, -2.34)  -0.3055
F (-4.90, 0.88, -3.02)  0.0975
F (-7.03, 0.42, -3.17)  0.0980
F (-6.65, 2.45, -1.44)  0.1354
F (-7.36, 0.60, -0.53)  0.1046
O (-4.38, 2.42, 0.09)  0.0520
C (-3.21, 2.53, -0.60)  -0.5365
C (-3.22, 3.70, -1.58)  -0.2818
F (-4.21, 3.56, -2.49)  0.1111
F (-2.04, 3.74, -2.24)  0.0895
F (-2.86, 1.38, -1.20)  0.1457
F (-2.24, 2.80, 0.31)  0.1369
H (-5.78, 1.31, 0.94)  0.1489
H (-4.63, 0.35, 0.07)  0.1471
H (-5.76, -0.67, -2.08)  0.1737
H (-3.36, 4.64, -1.05)  0.1770
C (0.20, -4.43, -3.32)  -0.0366
C (-0.63, -3.34, -2.62)  -0.4313
C (-0.73, -3.40, -1.10)  -0.2992
F (-1.35, -4.52, -0.68)  0.1032
F (-1.46, -2.35, -0.64)  0.0791
F (-1.85, -3.27, -3.18)  0.1368
F (0.01, -2.16, -2.92)  0.1038
O (-0.49, -5.52, -3.92)  0.0480
C (-0.80, -6.67, -3.22)  -0.5407
C (-2.31, -6.89, -3.16)  -0.2867
F (-2.93, -5.86, -2.54)  0.1003
F (-2.56, -8.02, -2.45)  0.1010
F (-0.23, -6.71, -2.00)  0.1513
F (-0.29, -7.71, -3.92)  0.1446
H (0.65, -3.93, -4.17)  0.1492
H (1.03, -4.77, -2.70)  0.1474
H (0.26, -3.35, -0.64)  0.1767
H (-2.72, -7.00, -4.17)  0.1758
C (2.85, -0.07, 5.04)  -0.0407
C (2.07, 0.87, 5.98)  -0.4394
C (2.78, 2.13, 6.49)  -0.3052
F (3.86, 1.83, 7.24)  0.1006
F (1.92, 2.83, 7.26)  0.0959
F (1.57, 0.17, 7.02)  0.1359
F (1.01, 1.33, 5.26)  0.0973
O (3.44, -1.24, 5.59)  0.0481
C (4.71, -1.25, 6.12)  -0.5400
C (4.70, -1.62, 7.60)  -0.2875
F (3.97, -0.75, 8.32)  0.1035
F (5.97, -1.60, 8.06)  0.0997
F (5.37, -0.09, 5.89)  0.1517
F (5.40, -2.22, 5.48)  0.1417
H (2.10, -0.46, 4.36)  0.1483
H (3.55, 0.49, 4.42)  0.1158
H (3.09, 2.76, 5.65)  0.1681
H (4.29, -2.63, 7.73)  0.1753

Results
Largest force on an atom ... 2.41 eV/Å
Frontier orbital gap ... 0.3485 Eh
Energy ... -118870.15972 eV
Highest occupied orbital energy ... -9.598 eV

=====

Record 2
DFT (ωB97M-V/def2-TZVPD) results for C20H21BN6V as an isolated structure at a distorted geometry.

Each line ends with the Löwdin spin population.
Geometry (Å):
C (-0.52, -1.95, 2.00)  -0.0030
N (0.39, -1.50, 1.07)  0.0329
N (1.58, -2.24, 1.27)  0.0039
C (1.38, -3.11, 2.27)  0.0163
C (0.07, -2.96, 2.76)  0.0168
B (2.79, -1.87, 0.34)  -0.0004
N (2.27, -2.09, -1.15)  0.0030
N (1.27, -1.29, -1.71)  0.0294
C (1.16, -1.63, -3.04)  -0.0026
C (2.06, -2.69, -3.30)  0.0126
C (2.72, -2.94, -2.08)  0.0146
V (0.52, -0.12, -0.18)  -0.1422
N (3.11, -0.34, 0.48)  -0.0011
N (2.17, 0.66, 0.06)  0.0052
C (2.84, 1.86, 0.03)  -0.0009
C (4.17, 1.64, 0.43)  0.0027
C (4.29, 0.27, 0.67)  0.0016
H (2.37, 2.75, -0.33)  0.0000
H (5.16, -0.32, 0.92)  0.0000
H (4.94, 2.38, 0.52)  0.0001
H (3.80, -2.53, 0.56)  -0.0001
H (3.45, -3.68, -1.80)  0.0004
H (2.15, -3.81, 2.58)  0.0005
H (2.23, -3.22, -4.22)  0.0005
H (-0.37, -3.50, 3.59)  0.0006
H (0.47, -1.10, -3.70)  -0.0003
H (-1.51, -1.51, 2.05)  -0.0003
H (-0.83, 0.97, -2.41)  0.0020
C (-1.09, 1.47, -3.40)  0.0043
H (-0.25, 1.35, -4.12)  0.0001
H (-2.03, 1.01, -3.80)  0.0007
H (-1.24, 2.55, -3.23)  -0.0001
C (-5.13, 0.77, 0.51)  0.0846
C (-4.29, 0.03, -0.34)  0.0473
C (-2.91, 0.23, -0.34)  0.2298
C (-2.31, 1.17, 0.50)  0.0144
C (-0.89, 1.33, 0.55)  0.1705
C (-0.41, 2.34, 1.37)  -0.0171
C (-1.27, 3.13, 2.19)  0.1244
C (-2.63, 2.94, 2.20)  0.0450
C (-3.18, 1.97, 1.34)  0.0407
C (-4.57, 1.74, 1.33)  0.2436
H (-6.21, 0.60, 0.53)  0.0008
H (-4.73, -0.71, -1.00)  -0.0007
H (-2.28, -0.34, -1.02)  0.0084
H (0.66, 2.53, 1.40)  -0.0015
H (-0.86, 3.91, 2.84)  0.0050
H (-3.30, 3.52, 2.84)  0.0000
H (-5.20, 2.34, 1.98)  0.0072

Results
2S+1 ... 2
Expectation value of S² ... 0.837
Largest force on an atom ... 1.93 eV/Å
Net charge ... +4
Frontier orbital gap (alpha / beta) ... 0.1900 / 0.1890 Eh
Energy ... -56337.61409 eV
Highest occupied orbital energy (alpha / beta) ... -21.751 / -21.660 eV

=====

Record 3
DFT (ωB97M-V/def2-TZVPD) results for a 2-piece molecular cluster, C20H21Cl4O3 overall at a distorted geometry.

Each line ends with the Löwdin charge.
Geometry (Å):
Cl (-1.61, 2.49, 3.00)  0.6975
C (-0.86, 1.02, 2.56)  -0.6946
C (-1.62, -0.13, 2.42)  -0.6191
Cl (-3.31, -0.12, 2.58)  0.7426
C (-1.03, -1.44, 2.16)  -0.3114
O (-1.72, -2.43, 1.93)  0.0929
C (0.50, -1.51, 2.28)  -0.3633
O (1.10, -2.46, 2.80)  0.0864
C (1.16, -0.23, 2.01)  -0.6181
Cl (2.83, -0.33, 1.67)  0.7749
C (0.55, 0.97, 2.31)  -0.7007
Cl (1.49, 2.40, 2.45)  0.6898
C (1.18, -1.18, -3.78)  -0.0901
C (1.24, -1.62, -2.32)  -0.5525
C (2.71, -1.82, -1.93)  -0.0534
C (0.65, -0.49, -1.47)  -0.0587
C (0.47, -2.93, -2.08)  -0.1011
C (0.37, -3.47, -0.71)  -0.2807
O (0.62, -2.74, 0.30)  -0.0870
C (-0.03, -4.88, -0.58)  -0.0834
C (0.23, -5.66, 0.73)  -0.5453
C (-0.29, -7.10, 0.64)  -0.0954
C (-0.47, -5.03, 1.92)  -0.0664
C (1.74, -5.67, 1.01)  -0.0471
C (-0.57, -5.52, -1.68)  -0.0873
C (-0.60, -4.92, -2.94)  -0.1356
C (-0.06, -3.65, -3.13)  -0.0897
H (0.14, -1.03, -4.09)  0.0816
H (1.70, -0.23, -3.90)  0.0772
H (1.65, -1.91, -4.44)  0.0783
H (2.79, -2.09, -0.87)  0.0625
H (3.14, -2.63, -2.54)  0.0859
H (3.28, -0.90, -2.12)  0.0758
H (0.71, -0.78, -0.42)  0.0389
H (1.22, 0.43, -1.62)  0.0804
H (-0.40, -0.34, -1.74)  0.0923
H (0.22, -7.66, -0.15)  0.0772
H (-0.11, -7.60, 1.59)  0.0744
H (-1.37, -7.09, 0.46)  0.0833
H (0.05, -4.13, 2.25)  0.0423
H (-1.50, -4.77, 1.67)  0.0818
H (-0.47, -5.75, 2.76)  0.0789
H (2.09, -4.65, 1.17)  0.0766
H (1.93, -6.26, 1.92)  0.0783
H (2.28, -6.12, 0.17)  0.0837
H (-0.95, -6.54, -1.59)  0.0861
H (-1.00, -5.47, -3.79)  0.0756
H (-0.04, -3.23, -4.13)  0.0857

Results
Largest force on an atom ... 2.87 eV/Å
Net charge ... -1
Frontier orbital gap ... 0.1447 Eh
Energy relative to the best compared isomer or geometry (same formula, charge and spin) ... 0.930 eV
Energy ... -77312.92694 eV
Highest occupied orbital energy ... -3.261 eV

=====

Record 4
DFT (ωB97M-V/def2-TZVPD) results for C20H21ClFeN2OSi as an isolated structure at a distorted geometry.

Each line ends with the Löwdin spin population.
Geometry (Å):
Fe (0.35, -2.22, -1.17)  1.0160
Cl (6.09, -1.64, 3.20)  0.0008
C (4.90, -1.87, 1.95)  0.0013
C (5.32, -2.20, 0.65)  -0.0054
C (4.42, -2.39, -0.35)  0.0016
C (3.02, -2.26, -0.12)  -0.0040
O (2.18, -2.48, -1.07)  0.0047
C (2.61, -1.87, 1.19)  0.0002
C (1.27, -1.56, 1.52)  -0.0144
N (0.27, -1.52, 0.68)  -0.0041
C (-1.02, -1.14, 1.09)  0.0005
C (-1.51, -1.38, 2.35)  -0.0063
C (-2.87, -1.20, 2.68)  0.0005
C (-3.76, -0.85, 1.71)  -0.0045
C (-3.31, -0.58, 0.40)  0.0003
C (-4.21, -0.30, -0.64)  -0.0063
C (-3.76, -0.07, -1.90)  0.0006
C (-2.39, 0.04, -2.10)  -0.0070
N (-1.50, -0.16, -1.13)  0.0042
C (-1.92, -0.62, 0.12)  -0.0002
C (3.58, -1.71, 2.22)  -0.0038
H (6.38, -2.31, 0.44)  -0.0004
H (4.73, -2.66, -1.35)  0.0002
H (1.10, -1.29, 2.56)  -0.0011
H (-0.84, -1.78, 3.10)  -0.0004
H (-3.21, -1.41, 3.68)  0.0001
H (-4.82, -0.80, 1.92)  -0.0002
H (-5.28, -0.29, -0.42)  -0.0003
H (-4.43, 0.10, -2.73)  0.0002
H (-1.97, 0.35, -3.05)  -0.0005
H (3.27, -1.44, 3.22)  -0.0001
C (1.54, 2.91, -1.14)  0.0001
Si (-0.24, 2.42, -1.18)  0.0034
C (-1.12, 2.73, 0.42)  0.0008
C (-1.17, 3.15, -2.61)  0.0006
C (-0.17, 0.50, -1.35)  0.0159
H (1.64, 4.00, -1.09)  0.0000
H (2.07, 2.57, -2.04)  0.0000
H (2.05, 2.49, -0.27)  0.0000
H (-1.21, 3.80, 0.61)  0.0002
H (-0.59, 2.29, 1.27)  0.0000
H (-2.14, 2.32, 0.42)  0.0000
H (-1.15, 4.24, -2.54)  0.0001
H (-2.22, 2.85, -2.62)  0.0000
H (-0.73, 2.87, -3.57)  0.0000
H (0.54, 0.17, -0.61)  0.0041
H (0.21, 0.22, -2.34)  0.0027

Results
2S+1 ... 2
Expectation value of S² ... 0.779
Largest force on an atom ... 1.09 eV/Å
Net charge ... +1
Frontier orbital gap (alpha / beta) ... 0.2054 / 0.1913 Eh
Energy relative to the best compared isomer or geometry (same formula, charge and spin) ... 2.621 eV
Energy ... -80888.30354 eV
Highest occupied orbital energy (alpha / beta) ... -10.103 / -9.731 eV